(1)
# C3H9N3

One molecule with the formula C3H9N3 at a distorted geometry (the ωB97M-V functional and the def2-TZVPD basis, the Open Molecules 2025 dataset).

The value obtained for the electronic energy is -283.937519 Ha. The value obtained for the HOMO energy is -8.84 eV. The calculation puts the HOMO-LUMO gap at 9.816 eV. The charge is 0. As for the structure (SMILES): [H]/N=C(/N)CCN. The LUMO energy comes out at 0.97 eV. The calculation puts the largest force on an atom at 4.0 eV/A. As for the molar mass: 87.126 g/mol. The energy above the lowest of the compared OMol25 structures with the same formula, charge and spin is 119.69 kJ/mol.

Atoms and positions in Å:
H -1.9022 -0.3850 1.6339
N -1.0290 -0.8882 1.8440
C 0.0246 -0.4298 1.2670
N 1.2327 -0.8837 1.7589
C -0.0487 0.6003 0.2047
C -0.1781 -0.0757 -1.1466
N -0.2919 1.0355 -2.1564
H 2.2660 -0.6542 1.3782
H 1.2294 -1.7554 2.3812
H 0.8818 1.1835 0.2148
H -0.7865 1.3693 0.4257
H -0.8529 -0.9453 -1.1709
H 0.7960 -0.5424 -1.5245
H -0.2732 0.7674 -3.1849
H -1.0680 1.6036 -1.9252



(2)
# C45H43F5O3P2SZr

C45H43F5O3P2SZr as an isolated structure (the ωB97M-V functional and the def2-TZVPD basis, the Open Molecules 2025 dataset).

The value obtained for the electronic energy is -3593.585370 Ha. The value obtained for the HOMO energy is 1.53 eV. The calculation puts the HOMO-LUMO gap at 2.725 eV. The charge is -2. The LUMO energy comes out at 4.26 eV. The calculation puts the largest force on an atom at 0.8 eV/A. As for the molar mass: 912.065 g/mol. The energy above the lowest of the compared OMol25 structures with the same formula, charge and spin is 194.96 kJ/mol.

Atoms and positions in Å:
Zr -0.3785 -0.4479 0.0437
O 0.2944 0.4846 2.0076
P 1.5581 0.2464 2.8164
C 2.3890 -1.3414 2.5576
P 2.8805 -1.2731 0.7778
O 1.7683 -0.5530 -0.0258
C 4.3186 -0.3690 0.7277
C 4.5444 0.5603 -0.3636
C 5.7103 1.2582 -0.4685
C 6.7693 1.1083 0.4646
C 6.6035 0.1442 1.4684
C 5.4424 -0.5760 1.6186
C 2.7569 -2.9968 0.2068
C 3.0219 -4.0983 1.0354
C 3.1468 -5.3748 0.5151
C 3.0287 -5.6007 -0.8543
C 2.7857 -4.5137 -1.6931
C 2.6548 -3.2382 -1.1767
C 2.8206 1.4726 2.6210
C 3.9430 1.5083 3.4854
C 4.9003 2.4970 3.3331
C 4.7898 3.4502 2.3326
C 3.6674 3.4251 1.4861
C 2.6868 2.4678 1.6381
C 1.0098 0.2104 4.5636
C 1.8172 -0.2243 5.6130
C 1.3550 -0.1849 6.9198
C 0.0757 0.2829 7.1913
C -0.7391 0.7042 6.1511
C -0.2748 0.6668 4.8428
H 1.7981 -2.1995 2.8745
H 3.3173 -1.2770 3.1358
H 3.7354 0.7471 -1.0607
H 5.8022 1.9880 -1.2686
H 7.6918 1.6654 0.3632
H 7.4052 -0.0302 2.1826
H 5.4013 -1.3284 2.4007
H 3.1022 -3.9609 2.1084
H 3.3195 -6.2072 1.1889
H 3.1102 -6.6017 -1.2597
H 2.6753 -4.6672 -2.7616
H 2.4525 -2.4036 -1.8411
H 4.0872 0.7686 4.2615
H 5.7726 2.4857 3.9770
H 5.5605 4.2002 2.2047
H 3.5681 4.1562 0.6918
H 1.8380 2.4444 0.9657
H 2.8073 -0.6139 5.4164
H 1.9926 -0.5278 7.7257
H -0.2872 0.3083 8.2121
H -1.7439 1.0555 6.3526
H -0.9035 0.9837 4.0204
C 1.0431 3.0877 -1.9178
O 0.6385 2.3574 -0.7917
C -0.5750 1.5762 -0.9388
C -1.7618 2.4996 -0.7674
H 1.0708 2.4623 -2.8192
H 2.0544 3.4512 -1.7210
H 0.3911 3.9518 -2.1148
H -1.7425 2.9221 0.2407
H -2.7114 1.9806 -0.8902
H -1.7482 3.3406 -1.4744
C -2.5373 -0.5238 -3.1218
C -1.3078 0.3841 -3.2933
C -1.8389 1.7365 -3.7924
C -0.4757 0.5238 -1.9873
C -0.3783 -0.2311 -4.3417
C 0.0717 0.4643 -5.4629
C 0.9560 -0.1114 -6.3689
C 1.4156 -1.4040 -6.1790
C 0.9774 -2.1132 -5.0678
C 0.0977 -1.5337 -4.1689
H -3.1984 -0.1173 -2.3565
H -2.2599 -1.5290 -2.8095
H -3.0927 -0.5965 -4.0641
H -2.5992 2.1054 -3.1077
H -2.3030 1.6352 -4.7791
H -1.0525 2.4909 -3.8496
H 0.5903 0.4343 -2.2303
H -0.2556 1.4806 -5.6357
H 1.2918 0.4646 -7.2239
H 2.1114 -1.8511 -6.8787
H 1.3265 -3.1239 -4.8904
H -0.2148 -2.1035 -3.3080
C -2.6992 -0.4528 0.4562
H -3.3151 0.2154 -0.1509
H -2.8226 -0.1485 1.5071
H -3.1253 -1.4623 0.3874
F -0.3248 -7.2145 -1.9232
C -0.4171 -6.1725 -1.0783
C -0.3507 -6.3712 0.2897
F -0.1988 -7.6188 0.7641
C -0.4157 -5.3015 1.1573
F -0.3280 -5.5650 2.4688
C -0.5491 -3.9774 0.7204
S -0.6088 -2.6363 1.8093
C -0.6120 -3.8389 -0.6592
F -0.7139 -2.5871 -1.1990
C -0.5470 -4.8857 -1.5551
F -0.5784 -4.6555 -2.8755



(3)
# C4H9NO2

One molecule with the formula C4H9NO2 (the ωB97M-V functional and the def2-TZVPD basis, the Open Molecules 2025 dataset).

The value obtained for the electronic energy is -362.881529 Ha. The value obtained for the HOMO energy is -9.19 eV. The calculation puts the HOMO-LUMO gap at 10.114 eV. The charge is 0. As for the structure (SMILES): C=C(C)N(O)OC. The LUMO energy comes out at 0.92 eV. The calculation puts the largest force on an atom at 0.7 eV/A. As for the molar mass: 103.121 g/mol. The energy above the lowest of the compared OMol25 structures with the same formula, charge and spin is 535.62 kJ/mol.

Atoms and positions in Å:
C 1.4466 -1.1326 0.0625
C 1.0800 0.1401 0.0043
C 1.5545 1.2414 0.8941
N -0.1433 0.4255 -0.7508
O 0.0586 -0.1589 -2.0213
O -0.9800 -0.4980 0.0218
C -2.3805 -0.3865 0.1279
H 0.9303 -1.8539 -0.5622
H 2.1267 -1.4962 0.8210
H 2.4875 0.9479 1.3819
H 0.8019 1.4297 1.6678
H 1.7227 2.1814 0.3612
H -0.4478 0.4063 -2.6190
H -2.7352 0.5667 0.5387
H -2.9126 -0.6451 -0.7958
H -2.6093 -1.1678 0.8678



(4)
# C4H6N4

One molecule with the formula C4H6N4 at a distorted geometry (the ωB97M-V functional and the def2-TZVPD basis, the Open Molecules 2025 dataset).

The value obtained for the electronic energy is -374.939423 Ha. The value obtained for the HOMO energy is -9.68 eV. The calculation puts the HOMO-LUMO gap at 10.384 eV. The charge is 0. As for the structure (SMILES): c1nnc2n1NCC2. The LUMO energy comes out at 0.70 eV. The calculation puts the largest force on an atom at 7.2 eV/A. As for the molar mass: 110.120 g/mol. The energy above the lowest of the compared OMol25 structures with the same formula, charge and spin is 320.17 kJ/mol.

Atoms and positions in Å:
C -1.0786 0.4496 -1.3830
N -2.1198 0.0720 -0.7464
N -1.6166 -0.4514 0.4689
C -0.3472 -0.1885 0.4909
N 0.0890 0.3846 -0.5386
N 1.5308 0.6694 -0.4791
C 1.9551 -0.4529 0.4330
C 0.7616 -0.5665 1.5209
H -0.9787 0.9313 -2.2997
H 1.6495 1.5689 0.1609
H 1.8969 -1.2670 -0.3280
H 2.9391 -0.2296 0.8478
H 0.8275 -1.4963 2.0546
H 0.7368 0.3195 2.2603



(5)
# C36H38N3

An isolated ion of composition C36H38N3 and charge +1 at a distorted geometry (the ωB97M-V functional and the def2-TZVPD basis, the Open Molecules 2025 dataset).

The value obtained for the electronic energy is -1558.622520 Ha. The value obtained for the HOMO energy is -10.24 eV. The calculation puts the HOMO-LUMO gap at 6.339 eV. The charge is +1. As for the structure (SMILES): Cc1ccc([C@H](c2c(C(C)(C)C)[nH]c3ccccc23)[N+]2=C(c3ccccc3)N(Cc3ccccc3)CC2)cc1. The LUMO energy comes out at -3.90 eV. The calculation puts the largest force on an atom at 6.5 eV/A. As for the molar mass: 512.721 g/mol. The energy above the lowest of the compared OMol25 structures with the same formula, charge and spin is 0.69 kJ/mol.

Atoms and positions in Å:
C 2.8758 5.2763 -1.0291
C 2.2170 4.0150 -0.4677
C 1.9981 3.8465 0.8943
C 1.4194 2.6774 1.4169
C 1.0751 1.5937 0.5733
C 0.3013 0.2696 0.9890
C 0.9262 -0.0544 2.4204
C 0.2226 -0.3025 3.5733
C -1.2459 -0.3803 3.8645
C -1.8451 1.0219 3.7024
C -1.5018 -0.8529 5.3017
C -1.8637 -1.3971 2.8953
N 1.1059 -0.4287 4.6141
C 2.4032 -0.1735 4.1972
C 3.5747 -0.0483 5.0046
C 4.7211 0.4813 4.3968
C 4.6644 0.8430 3.0566
C 3.5088 0.6988 2.2740
C 2.3275 0.1754 2.8252
N 0.2094 -0.7371 0.0259
C -0.5438 -0.9310 -1.1948
C -1.7988 -0.3031 -1.6600
C -1.9762 1.1006 -1.5398
C -2.9786 1.7535 -2.2861
C -3.8533 1.0402 -3.1009
C -3.7768 -0.3485 -3.1255
C -2.8049 -1.0205 -2.3903
N -0.1345 -2.1130 -1.8249
C 0.2383 -1.9552 -3.3143
C -0.7870 -2.2678 -4.3587
C -1.2642 -1.2788 -5.2174
C -2.2092 -1.5461 -6.2113
C -2.6665 -2.8737 -6.3889
C -2.1334 -3.9002 -5.5843
C -1.2054 -3.5901 -4.5786
C 0.7728 -2.8377 -0.9663
C 0.7202 -2.1402 0.3275
C 1.1897 1.8192 -0.7867
C 1.7478 2.9977 -1.2974
H 2.7443 5.3324 -2.1293
H 2.4506 6.2102 -0.5988
H 3.9725 5.3073 -0.8457
H 2.3638 4.6673 1.5169
H 1.3520 2.7147 2.4930
H -0.7872 0.5158 1.1700
H -1.6486 1.4519 2.7090
H -2.9375 1.0218 3.8757
H -1.3690 1.6938 4.4308
H -1.0806 -1.8496 5.4696
H -1.1070 -0.1454 6.0378
H -2.5868 -0.9271 5.4737
H -1.4449 -2.4024 3.0990
H -2.9647 -1.4405 3.0255
H -1.6442 -1.1574 1.8351
H 0.9052 -0.7439 5.5742
H 3.5610 -0.2541 6.0721
H 5.6099 0.6632 4.9550
H 5.5411 1.2554 2.5671
H 3.4615 0.9399 1.2075
H -1.2715 1.6487 -0.8824
H -3.0364 2.8441 -2.1936
H -4.5923 1.5805 -3.6739
H -4.4893 -0.9152 -3.7172
H -2.7764 -2.1192 -2.3961
H 1.0860 -2.6109 -3.4717
H 0.5828 -0.9189 -3.4678
H -0.9111 -0.2562 -5.0846
H -2.6344 -0.7346 -6.8244
H -3.4067 -3.0921 -7.1795
H -2.4874 -4.9384 -5.7405
H -0.8102 -4.3934 -3.9658
H 0.5367 -3.8899 -0.9323
H 1.7399 -2.7590 -1.3854
H 0.0098 -2.7064 0.9656
H 1.6505 -1.9642 0.8661
H 0.9014 1.0758 -1.5176
H 1.8871 3.1668 -2.3669